15
Properties=species:S:1:pos:R:3:forces:R:3 method="wB97M-V/def2-TZVPD" largest_force_ev_per_a=7.64 charge=0 homo_energy_ha=-0.359 homo_lumo_gap_ha=0.374
C -0.20211 -0.38707 -1.53547 -0.38 -0.88 -2.76
C 0.05631 -0.07479 -0.08389 -2.64 0.39 -0.51
C 1.77380 0.63339 1.56372 2.93 2.26 -2.25
H -3.48571 -1.11539 0.69113 0.35 1.45 -5.53
H -2.20650 -0.78833 -0.12555 -3.23 0.52 -1.53
H 0.72329 -0.04138 -2.06471 -1.03 -0.37 -0.15
H -1.10611 0.25873 -1.80832 1.34 -0.84 0.13
H -0.49902 -1.50897 -2.02882 1.00 2.95 2.24
H 1.93767 1.00756 -0.50632 -2.48 -2.38 1.32
H 0.95441 0.93787 2.09696 -1.75 -0.24 2.33
H 2.57434 -0.03689 1.88803 -1.15 -0.90 0.29
H 2.42468 1.56385 1.54403 -0.89 -0.54 -0.14
N 1.29042 0.44768 0.19253 1.96 0.83 -0.56
O -3.25792 -0.80334 -0.47374 2.36 -1.93 7.00
O -0.97755 -0.09292 0.65043 3.62 -0.34 0.11

=====

13
Properties=species:S:1:pos:R:3:forces:R:3 method="wB97M-V/def2-TZVPD" largest_force_ev_per_a=2.67 charge=0 homo_energy_ha="-0.328 / -0.371" homo_lumo_gap_ha="0.298 / 0.350"
C 2.06354 2.46251 1.05923 -0.54 0.35 -1.59
C 0.55429 -0.40293 -0.34576 -0.68 -0.21 0.39
N -0.53150 -2.09993 -1.56771 2.00 0.14 0.62
N 2.01953 2.62517 -0.07394 0.48 -0.08 0.02
O -1.88172 -1.08211 0.82837 1.65 1.38 -0.23
O -0.64812 0.83665 1.45032 -0.57 0.87 -0.92
O -1.77393 0.74757 -0.88997 -0.19 0.28 0.67
O 0.62215 -1.49442 -1.01503 -1.08 -0.88 -1.24
S -1.06738 0.21167 0.22477 1.45 -1.74 1.40
H 1.82871 2.34185 2.05741 0.04 -0.23 1.61
H 1.53173 0.05909 -0.05031 -1.38 -0.43 -0.18
H -0.06908 -2.94979 -1.97741 -0.44 0.90 0.41
H -2.64820 -1.25534 0.30004 -0.74 -0.34 -0.97

=====

17
Properties=species:S:1:pos:R:3:forces:R:3 method="wB97M-V/def2-TZVPD" spin_multiplicity=2 largest_force_ev_per_a=3.64 charge=+1 homo_energy_ha="-0.509 / -0.528" homo_lumo_gap_ha="0.292 / 0.259"
C -2.75786 -0.59348 -0.26305 2.57 -0.35 -2.03
C -1.44339 0.20770 -0.01285 -1.33 -1.94 0.85
C -1.55107 1.35781 0.76510 1.63 -1.22 1.25
C 1.01463 -0.03110 0.15682 2.81 2.02 -1.14
C -0.19686 -0.45728 -0.28935 -1.78 0.06 -0.86
C 3.52299 0.07091 0.03409 -1.19 2.29 -2.54
C 2.28503 -0.34306 -0.47457 0.35 -2.14 1.81
H -3.41861 -0.09341 -0.91080 -0.88 1.17 -0.57
H -2.59854 -1.52963 -0.80778 0.59 0.10 0.07
H -3.27459 -0.90587 0.57423 -0.87 -0.07 2.26
H -0.65503 1.95908 0.87712 -0.28 0.42 -0.15
H -2.18397 1.32455 1.66917 -0.55 0.56 -1.16
H 1.10492 0.79830 0.85724 -0.28 -0.24 0.15
H -0.23005 -1.37815 -0.89118 -0.10 0.49 0.22
H 4.42403 -0.33362 -0.43766 -0.26 -0.18 0.54
H 3.62946 1.16240 0.31544 -0.16 -1.60 0.87
H 2.32891 -1.21513 -1.16195 -0.28 0.63 0.43